<a>
C17H22N2O3S2 in the gas phase, computed with wB97M-V/def2-TZVPD.

As for the net charge: 0. Its LUMO energy is 0.20 eV. For the HOMO energy, the calculation gives -8.5 eV. The value obtained for the gap between HOMO and LUMO is 8.67 eV. The SMILES is CC1CCN(S(=O)(=O)c2ccc3c4c2CC(=O)N4C[C@@H](C)S3)CC1.

Last columns: bonded neighbours and bond lengths (Å).
CARTESIAN COORDINATES (ANGSTROEM)
1 C -4.479 0.693 2.395  C2 1.551, H25 1.091, H26 1.090, H27 1.080
2 C -3.976 -0.183 1.218  C1 1.551, C3 1.524, C24 1.552, H28 1.105
3 C -2.536 -0.573 1.529  C2 1.524, C4 1.552, H29 1.089, H30 1.099
4 C -2.014 -1.442 0.354  C3 1.552, N5 1.478, H31 1.076, H32 1.090
5 N -2.012 -0.621 -0.876  C4 1.478, S6 1.765, C23 1.479
6 S -1.094 -1.320 -2.212  N5 1.765, O7 1.470, O8 1.472, C9 1.842
7 O -1.285 -0.480 -3.403  S6 1.470
8 O -1.600 -2.692 -2.389  S6 1.472
9 C 0.656 -1.262 -1.641  S6 1.842, C10 1.422, C14 1.398
10 C 1.534 -2.380 -1.618  C9 1.422, C11 1.393, H33 1.082
11 C 2.846 -2.275 -1.159  C10 1.393, C12 1.416, H34 1.081
12 C 3.386 -1.028 -0.765  C11 1.416, C13 1.389, S22 1.750
13 C 2.539 0.067 -0.874  C12 1.389, C14 1.387, N18 1.374
14 C 1.201 -0.044 -1.225  C9 1.398, C13 1.387, C15 1.524
15 C 0.552 1.331 -1.128  C14 1.524, C16 1.521, H35 1.104, H36 1.129
16 C 1.739 2.171 -0.683  C15 1.521, O17 1.230, N18 1.379
17 O 1.600 3.331 -0.300  C16 1.230
18 N 2.851 1.365 -0.548  C13 1.374, C16 1.379, C19 1.478
19 C 4.189 1.839 -0.137  N18 1.478, C20 1.513, H37 1.061, H38 1.088
20 C 4.886 0.804 0.717  C19 1.513, C21 1.558, S22 1.875, H39 1.078
21 C 4.208 0.558 2.098  C20 1.558, H40 1.071, H41 1.068, H42 1.105
22 S 5.036 -0.809 -0.226  C12 1.750, C20 1.875
23 C -3.354 -0.154 -1.286  N5 1.479, C24 1.553, H43 1.103, H44 1.088
24 C -4.036 0.607 -0.117  C2 1.552, C23 1.553, H45 1.102, H46 1.099
25 H -4.411 0.118 3.320  C1 1.091
26 H -5.542 0.905 2.277  C1 1.090
27 H -3.929 1.616 2.506  C1 1.080
28 H -4.613 -1.085 1.196  C2 1.105
29 H -1.921 0.306 1.720  C3 1.089
30 H -2.538 -1.208 2.426  C3 1.099
31 H -0.999 -1.737 0.556  C4 1.076
32 H -2.593 -2.355 0.217  C4 1.090
33 H 1.139 -3.337 -1.932  C10 1.082
34 H 3.489 -3.139 -1.073  C11 1.081
35 H 0.191 1.701 -2.105  C15 1.104
36 H -0.248 1.411 -0.336  C15 1.129
37 H 4.773 2.017 -1.005  C19 1.061
38 H 4.119 2.813 0.343  C19 1.088
39 H 5.883 1.199 0.832  C20 1.078
40 H 3.157 0.374 2.004  C21 1.071
41 H 4.344 1.387 2.757  C21 1.068
42 H 4.623 -0.336 2.597  C21 1.105
43 H -3.938 -1.050 -1.554  C23 1.103
44 H -3.270 0.501 -2.150  C23 1.088
45 H -3.476 1.540 0.052  C24 1.102
46 H -5.077 0.855 -0.370  C24 1.099



<b>
C17H22N2O3S2 in the gas phase, computed with wB97M-V/def2-TZVPD.

As for the net charge: 0. Its LUMO energy is 0.58 eV. For the HOMO energy, the calculation gives -9.2 eV. The value obtained for the gap between HOMO and LUMO is 9.77 eV. The SMILES is CC(C)[C@H](NS(=O)(=O)c1cccs1)C(=O)N(C)Cc1ccccc1.

Last columns: bonded neighbours and bond lengths (Å).
CARTESIAN COORDINATES (ANGSTROEM)
1 C -0.923 3.890 -0.002  C2 1.526, H25 1.088, H26 1.088, H27 1.088
2 C -1.682 2.620 0.371  C1 1.526, C3 1.529, C4 1.549, H28 1.096
3 C -2.941 2.480 -0.484  C2 1.529, H29 1.088, H30 1.088, H31 1.088
4 C -0.764 1.380 0.223  C2 1.549, N5 1.441, C14 1.531, H32 1.092
5 N -0.441 1.067 -1.146  C4 1.441, S6 1.649, H33 1.007
6 S 0.847 1.776 -1.891  N5 1.649, O7 1.432, O8 1.435, C9 1.767
7 O 1.720 2.288 -0.878  S6 1.432
8 O 0.414 2.638 -2.954  S6 1.435
9 C 1.610 0.356 -2.615  S6 1.767, C10 1.360, S13 1.715
10 C 2.652 -0.367 -2.125  C9 1.360, C11 1.411, H34 1.074
11 C 2.962 -1.477 -2.940  C10 1.411, C12 1.360, H35 1.075
12 C 2.141 -1.569 -4.020  C11 1.360, S13 1.720, H36 1.072
13 S 0.980 -0.300 -4.069  C9 1.715, C12 1.720
14 C -1.440 0.147 0.828  C4 1.531, O15 1.220, N16 1.349
15 O -2.023 -0.647 0.110  C14 1.220
16 N -1.398 -0.004 2.169  C14 1.349, C17 1.442, C18 1.457
17 C -0.747 0.856 3.126  N16 1.442, H37 1.085, H38 1.092, H39 1.095
18 C -2.060 -1.159 2.760  N16 1.457, C19 1.506, H40 1.094, H41 1.095
19 C -1.059 -2.155 3.283  C18 1.506, C20 1.390, C24 1.388
20 C -0.100 -2.676 2.422  C19 1.390, C21 1.382, H42 1.080
21 C 0.838 -3.580 2.886  C20 1.382, C22 1.386, H43 1.080
22 C 0.826 -3.975 4.214  C21 1.386, C23 1.384, H44 1.080
23 C -0.128 -3.462 5.075  C22 1.384, C24 1.385, H45 1.080
24 C -1.063 -2.552 4.612  C19 1.388, C23 1.385, H46 1.081
25 H -0.584 3.842 -1.034  C1 1.088
26 H -1.569 4.758 0.111  C1 1.088
27 H -0.048 4.021 0.631  C1 1.088
28 H -1.979 2.678 1.424  C2 1.096
29 H -3.403 1.506 -0.340  C3 1.088
30 H -3.661 3.248 -0.214  C3 1.088
31 H -2.699 2.602 -1.538  C3 1.088
32 H 0.204 1.579 0.688  C4 1.092
33 H -1.239 0.868 -1.728  N5 1.007
34 H 3.170 -0.094 -1.224  C10 1.074
35 H 3.756 -2.169 -2.729  C11 1.075
36 H 2.151 -2.309 -4.796  C12 1.072
37 H -0.050 1.537 2.651  C17 1.085
38 H -0.197 0.236 3.839  C17 1.092
39 H -1.490 1.440 3.679  C17 1.095
40 H -2.662 -1.615 1.969  C18 1.094
41 H -2.720 -0.817 3.564  C18 1.095
42 H -0.099 -2.370 1.386  C20 1.080
43 H 1.579 -3.980 2.210  C21 1.080
44 H 1.557 -4.683 4.575  C22 1.080
45 H -0.142 -3.768 6.111  C23 1.080
46 H -1.806 -2.153 5.289  C24 1.081



Which structure is most stable, and how do the rest compare? From most to least stable: <a>, <b>.